# 1
15
Properties=species:S:1:pos:R:3:forces:R:3:mulliken_charge:R:1 method="wB97M-V/def2-TZVPD" e_above_lowest_ev=1.329 total_energy_ha=-325.60985 orbital_gap_ha=0.332 smiles="C1=Cn2cccc2C1"
C 0.1218 -0.6485 -1.8805 -0.103 -2.668 -2.938 -0.289
C -0.0403 0.6405 -1.5808 1.675 -2.711 2.079 -0.471
N -0.0072 0.6637 -0.1193 -0.760 0.386 -5.684 0.164
C -0.0156 1.6666 0.7191 1.244 3.200 0.826 -0.241
C 0.1072 1.0576 1.9402 -0.822 -0.451 0.316 -0.509
C 0.0384 -0.3677 1.7586 -0.284 0.633 0.946 -0.780
C 0.0008 -0.5632 0.4019 0.135 -1.555 0.824 0.234
C -0.1397 -1.6062 -0.7257 -1.901 1.618 1.941 -0.326
H 0.4457 -1.1397 -2.8882 -0.982 1.483 1.736 0.282
H 0.2850 1.4079 -2.2125 -0.114 1.452 -0.423 0.324
H 0.1513 2.7420 0.3117 -0.596 -2.145 1.141 0.262
H 0.0684 1.5516 2.8658 0.196 0.474 1.039 0.429
H -0.1446 -1.0339 2.5988 0.457 -0.145 -0.503 0.366
H -1.2805 -1.8247 -0.5970 1.794 -0.111 -0.941 0.189
H 0.4093 -2.5460 -0.5921 0.062 0.539 -0.358 0.366

# 2
17
Properties=species:S:1:pos:R:3:forces:R:3:mulliken_charge:R:1 method="wB97M-V/def2-TZVPD" e_above_lowest_ev=0.000 total_energy_ha=-435.20427 orbital_gap_ha=0.345 smiles=Cc1nc2ccncc2[nH]1
C -3.0011 -0.0893 0.0581 -2.568 -0.454 -0.762 -1.114
C -1.5814 -0.0447 -0.0618 5.427 -0.568 0.258 0.525
N -0.7816 -1.1142 -0.0746 -3.193 -0.341 -0.211 -0.737
C 0.4746 -0.6992 -0.1077 1.748 0.885 -0.590 0.783
C 1.6354 -1.4765 -0.0513 -0.598 1.559 -0.703 -0.373
C 2.7768 -0.7216 0.0450 1.836 -0.897 0.749 -0.287
N 2.9122 0.6435 0.1052 0.003 -1.371 -0.770 -0.584
C 1.8487 1.3704 -0.1128 -1.578 -1.137 0.677 -0.554
C 0.5769 0.7058 -0.1951 0.504 0.017 1.288 0.246
N -0.7353 1.0836 -0.0401 -2.689 0.336 -0.634 -0.114
H -3.3094 0.3855 0.9561 -0.278 0.378 1.182 0.325
H -3.5335 0.5252 -0.7142 0.445 -0.890 0.242 0.296
H -3.3676 -1.1649 0.1159 0.547 1.496 -0.405 0.278
H 1.5003 -2.5273 -0.2189 0.651 -0.438 0.415 0.420
H 3.7233 -1.2796 0.1917 -0.478 0.565 -0.253 0.319
H 2.0099 2.4267 -0.0740 -0.348 0.605 -0.160 0.398
H -1.1481 1.9765 0.1785 0.570 0.257 -0.323 0.174

# 3
18
Properties=species:S:1:pos:R:3:forces:R:3:mulliken_charge:R:1 method="wB97M-V/def2-TZVPD" e_above_lowest_ev=2.639 total_energy_ha=-510.38729 orbital_gap_ha=0.324 smiles="CC#Cc1c[nH]c(=O)nc1N"
C 3.6597 0.2863 0.5065 1.123 1.363 1.344 -1.120
C 2.2129 0.4906 0.4632 -2.285 -0.524 -1.281 0.858
C 1.0520 0.3400 0.0846 1.898 0.545 -0.079 -0.771
C -0.2968 0.1153 -0.3663 -0.887 0.685 -0.618 0.292
C -0.8472 0.4187 -1.6039 -0.469 0.182 2.784 -0.357
N -2.2684 0.1769 -1.6770 3.528 0.426 -1.197 -0.063
C -2.9960 -0.5248 -0.7522 -3.895 0.676 1.305 0.244
O -4.2243 -0.7278 -0.9687 3.522 -0.074 0.245 -0.652
N -2.4159 -0.6920 0.5090 -5.423 -1.194 -1.961 -0.560
C -1.2547 -0.3560 0.6769 6.263 0.220 -0.242 0.563
N -0.6718 -0.6168 1.8752 -0.781 0.156 0.543 -0.414
H 4.0340 -0.0781 1.5230 -0.450 0.750 -1.391 0.269
H 4.2782 1.1625 0.1064 -1.003 -0.885 1.023 0.302
H 3.8450 -0.4672 -0.2050 0.382 -1.254 -0.746 0.322
H -0.2276 1.0671 -2.2872 -1.368 -1.178 0.137 0.372
H -2.6903 0.2601 -2.5721 -0.500 0.143 -0.562 0.219
H 0.2050 -0.2038 2.1182 0.202 0.251 0.016 0.205
H -1.3938 -0.6510 2.5695 0.143 -0.288 0.680 0.291